Run P
{"formula": "C7H12O2", "method": "ωB97M-V with the def2-TZVPD basis set", "species": ["C", "C", "C", "O", "C", "C", "O", "C", "C", "H", "H", "H", "H", "H", "H", "H", "H", "H", "H", "H", "H"], "coordinates": [[0.10, -2.59, -0.60], [-0.08, -1.34, -1.05], [0.88, -0.22, -0.69], [1.59, 0.14, -1.74], [0.11, 1.07, 0.00], [-0.56, 1.98, -1.03], [0.84, 1.65, 1.03], [-0.40, 0.99, 1.34], [-0.28, -0.17, 2.22], [-0.52, -3.50, -0.81], [0.84, -2.89, 0.09], [-0.91, -1.23, -1.73], [1.49, -0.71, 0.03], [1.09, -0.02, -2.54], [-0.84, 2.89, -0.62], [-1.52, 1.58, -1.31], [0.15, 2.09, -1.84], [-1.26, 1.60, 1.70], [0.21, -0.98, 1.83], [-1.32, -0.41, 2.66], [0.39, 0.07, 3.05]], "mulliken_charge": [-0.942, -0.060, -0.227, -0.545, 1.326, -1.790, -0.594, -0.030, -1.317, 0.230, 0.278, 0.338, 0.468, 0.406, 0.496, 0.332, 0.374, 0.378, 0.306, 0.276, 0.298], "smiles": "C=C[C@@H](O)[C@]1(C)O[C@@H]1C", "charge": 0, "gap_ev": 10.39}

Run Q
{"formula": "C7H12O2", "method": "ωB97M-V with the def2-TZVPD basis set", "species": ["C", "C", "C", "C", "C", "O", "O", "C", "C", "H", "H", "H", "H", "H", "H", "H", "H", "H", "H", "H", "H"], "coordinates": [[1.78, -0.36, -0.54], [0.08, 1.11, -1.22], [-1.01, -0.36, 1.82], [-1.23, 1.19, -1.93], [-1.57, -1.51, 1.00], [0.67, -0.05, -1.16], [2.18, -1.67, -0.66], [2.56, 0.52, 0.19], [3.21, 1.32, 0.83], [1.49, -2.15, -1.13], [0.08, -0.37, 1.79], [0.51, 1.96, -0.71], [-1.32, -0.44, 2.86], [-1.35, 0.59, 1.43], [-1.20, 1.92, -2.74], [-1.48, 0.22, -2.35], [-2.03, 1.49, -1.25], [-2.66, -1.52, 1.05], [-1.29, -1.42, -0.05], [-1.20, -2.46, 1.37], [3.79, 2.00, 1.37]], "mulliken_charge": [-0.083, -0.136, -0.722, -1.107, -0.763, -0.229, -0.524, -0.364, 0.375, 0.333, 0.182, 0.390, 0.368, 0.192, 0.354, 0.280, 0.255, 0.326, 0.135, 0.286, 0.452], "charge": 0, "gap_ev": 6.56}

Run R
{"formula": "C7H12O2", "method": "ωB97M-V with the def2-TZVPD basis set", "species": ["C", "C", "C", "C", "C", "C", "O", "C", "O", "H", "H", "H", "H", "H", "H", "H", "H", "H", "H", "H", "H"], "coordinates": [[-1.61, 1.24, -0.79], [-1.16, 0.09, -0.27], [0.26, -0.31, -0.29], [1.31, 0.42, 0.06], [1.22, 1.84, 0.56], [2.70, -0.14, 0.03], [2.79, -1.54, -0.22], [-2.13, -0.99, 0.28], [-3.47, -0.58, 0.29], [-0.95, 2.00, -1.23], [-2.67, 1.44, -0.80], [0.45, -1.33, -0.61], [0.19, 2.09, 0.84], [1.85, 1.97, 1.44], [1.59, 2.57, -0.17], [3.25, 0.09, 0.97], [3.30, 0.31, -0.76], [2.31, -2.00, 0.47], [-1.78, -1.28, 1.30], [-2.08, -1.87, -0.38], [-3.56, 0.13, 0.95]], "mulliken_charge": [-1.065, 0.299, -0.207, 0.811, -1.611, -0.675, -0.549, -0.515, -0.555, 0.327, 0.328, 0.458, 0.416, 0.426, 0.281, 0.296, 0.294, 0.325, 0.264, 0.318, 0.333], "smiles": "C=C(/C=C(\\C)CO)CO", "charge": 0, "gap_ev": 9.63}

From most stable to least stable, the computed energies give run R, run P, run Q.

Run P
{"formula": "C4H8OSi", "method": "ωB97M-V with the def2-TZVPD basis set", "species": ["C", "C", "C", "C", "O", "Si", "H", "H", "H", "H", "H", "H", "H", "H"], "coordinates": [[0.77, 1.08, 0.27], [0.04, -0.06, 0.02], [0.27, 1.15, 1.63], [-0.60, -0.10, 1.38], [-0.26, -0.43, -3.01], [-0.32, -1.13, -1.54], [1.66, 1.54, -0.22], [1.07, 0.91, 2.48], [-0.32, 2.05, 1.84], [-1.66, -0.06, 1.60], [-0.14, -0.97, 1.89], [0.55, -0.23, -3.59], [0.60, -2.28, -1.44], [-1.66, -1.46, -1.31]], "mulliken_charge": [-0.443, 0.052, -0.209, -0.605, -0.465, 0.346, 0.307, 0.184, 0.221, 0.343, 0.202, 0.341, -0.124, -0.149], "charge": 0, "gap_ev": 9.74}

Run Q
{"formula": "C4H8OSi", "method": "ωB97M-V with the def2-TZVPD basis set", "species": ["C", "C", "Si", "C", "C", "O", "H", "H", "H", "H", "H", "H", "H", "H"], "coordinates": [[2.94, -0.02, 0.52], [1.77, -0.21, 0.36], [-0.24, -0.47, 0.13], [-0.69, -0.30, -1.82], [-0.92, 1.10, 0.89], [-0.61, -1.84, 0.84], [3.96, 0.16, 0.68], [-0.77, -1.20, -2.43], [-1.76, 0.11, -1.90], [0.06, 0.43, -2.18], [-0.50, 1.22, 1.98], [-0.78, 2.00, 0.27], [-2.05, 0.98, 0.87], [-0.41, -1.95, 1.77]], "mulliken_charge": [0.374, -0.945, 0.518, -0.954, -0.861, -0.534, 0.397, 0.329, 0.263, 0.254, 0.253, 0.306, 0.268, 0.331], "smiles": "C#C[Si](C)(C)O", "charge": 0, "gap_ev": 10.62}

From most stable to least stable, the computed energies give run Q, run P.

Run P
{"formula": "C4H9N2O2", "method": "ωB97M-V with the def2-TZVPD basis set", "species": ["O", "C", "N", "C", "O", "C", "C", "N", "H", "H", "H", "H", "H", "H", "H", "H", "H"], "coordinates": [[-0.45, -1.21, -1.06], [-0.18, -0.91, 0.15], [-0.92, -1.07, 1.24], [-1.71, 1.74, -1.03], [-2.05, 2.79, -1.58], [1.22, -0.28, 0.37], [2.32, -1.28, 0.01], [1.47, 0.27, 1.73], [-1.72, -1.60, 0.98], [-0.86, 1.05, -1.43], [-2.18, 1.37, -0.05], [1.29, 0.52, -0.34], [2.15, -1.66, -0.98], [3.33, -0.81, 0.06], [2.28, -2.06, 0.69], [0.75, 0.94, 1.93], [1.21, -0.48, 2.38]], "mulliken_charge": [-0.795, 0.108, -0.864, 0.086, -0.519, 0.796, -1.611, -0.877, 0.293, 0.160, 0.236, 0.264, 0.369, 0.328, 0.395, 0.293, 0.338], "charge": -1, "gap_ev": 7.88}

Run Q
{"formula": "C4H9N2O2", "method": "ωB97M-V with the def2-TZVPD basis set", "species": ["C", "C", "C", "C", "N", "N", "O", "O", "H", "H", "H", "H", "H", "H", "H", "H", "H"], "coordinates": [[0.73, 0.05, -1.03], [0.33, 0.08, 0.49], [-0.95, 0.82, 0.64], [-0.01, -1.41, 0.96], [1.31, 0.68, 1.37], [2.58, 0.31, 1.29], [3.40, 0.72, 2.13], [2.93, -0.55, 0.45], [1.21, -0.92, -1.27], [-0.16, 0.37, -1.66], [1.45, 0.80, -1.30], [-1.40, 0.83, 1.56], [-0.82, 1.73, 0.16], [-1.66, 0.14, 0.07], [-0.62, -1.48, 1.92], [-0.57, -1.94, 0.14], [0.98, -1.96, 1.08]], "mulliken_charge": [-1.479, 1.564, -1.691, -1.413, -0.827, 0.977, -0.775, -0.670, 0.307, 0.350, 0.414, 0.460, 0.428, 0.349, 0.329, 0.302, 0.374], "smiles": "CC(C)(C)N=[N+]([O-])[O-]", "charge": -1, "gap_ev": 7.72}

From most stable to least stable, the computed energies give run P, run Q.

Run P
{"formula": "C15H35CuF3N4O11PS2", "method": "ωB97M-V with the def2-TZVPD basis set", "species": ["Cu", "S", "O", "O", "O", "O", "C", "F", "F", "F", "S", "O", "O", "O", "O", "P", "N", "C", "C", "N", "C", "C", "N", "C", "C", "H", "H", "H", "H", "H", "H", "H", "H", "H", "H", "H", "H", "H", "H", "H", "H", "H", "H", "O", "C", "O", "C", "C", "C", "H", "H", "H", "H", "H", "H", "C", "C", "C", "O", "C", "N", "H", "H", "H", "H", "H", "H", "H", "H", "H", "H", "H"], "coordinates": [[-1.43, 1.21, -2.27], [-4.41, 2.78, -4.29], [-5.75, 2.24, -4.50], [-3.28, 1.94, -4.76], [-4.29, 4.07, -4.96], [-4.18, 2.93, -2.87], [3.44, -3.12, -3.59], [4.35, -3.69, -4.37], [3.30, -3.82, -2.44], [3.92, -1.89, -3.22], [1.77, -2.84, -4.44], [1.25, -4.26, -4.43], [0.95, -1.99, -3.56], [2.12, -2.32, -5.78], [0.60, 0.08, 1.29], [1.18, -0.39, 2.57], [0.28, 0.07, 3.98], [-0.83, 1.02, 4.03], [0.68, -0.45, 5.27], [2.70, 0.37, 2.88], [2.87, 1.61, 3.63], [3.93, -0.01, 2.27], [1.49, -2.07, 2.65], [0.42, -2.99, 2.13], [2.50, -2.73, 3.50], [-0.54, 1.92, 3.48], [-1.15, 1.32, 5.03], [-1.64, 0.60, 3.45], [-0.09, -1.21, 5.42], [0.62, 0.30, 6.06], [1.65, -0.93, 5.27], [2.58, 1.40, 4.66], [3.81, 2.13, 3.46], [2.13, 2.30, 3.21], [4.45, -0.82, 2.77], [3.61, -0.32, 1.27], [4.56, 0.87, 2.07], [0.84, -3.99, 1.98], [-0.46, -3.03, 2.76], [0.03, -2.72, 1.15], [3.03, -3.47, 2.91], [2.05, -3.21, 4.37], [3.34, -2.10, 3.82], [-4.26, -2.05, -1.20], [-4.90, -3.07, -0.93], [-6.11, -3.03, -0.32], [-6.69, -4.34, -0.10], [-5.93, -5.13, -1.17], [-4.52, -4.50, -1.25], [-7.75, -4.54, -0.30], [-6.45, -4.83, 0.84], [-6.39, -5.11, -2.16], [-5.84, -6.18, -0.90], [-4.09, -4.54, -2.25], [-3.92, -4.97, -0.47], [3.47, 4.37, -2.68], [2.14, 3.80, -2.08], [1.28, 4.91, -1.51], [0.10, 4.43, -0.88], [-0.73, 5.46, -0.43], [1.32, 3.17, -3.01], [4.10, 4.93, -2.00], [3.21, 5.05, -3.49], [4.02, 3.49, -3.03], [2.31, 3.15, -1.21], [1.14, 5.59, -2.34], [1.92, 5.46, -0.82], [-1.02, 6.10, -1.26], [-0.18, 6.12, 0.25], [-1.60, 5.02, 0.06], [1.94, 2.60, -3.57], [1.04, 3.89, -3.67]], "mulliken_charge": [0.938, 1.287, -0.573, -0.557, -0.472, -0.652, 0.560, -0.220, -0.222, -0.244, 1.037, -0.695, -0.565, -0.652, -0.828, 0.186, 0.329, -0.985, -1.236, 0.367, -0.911, -1.183, 0.351, -1.015, -1.172, 0.287, 0.336, 0.294, 0.397, 0.402, 0.348, 0.191, 0.421, 0.258, 0.174, 0.420, 0.460, 0.341, 0.306, 0.333, 0.399, 0.370, 0.353, -0.585, 0.504, -0.334, -0.311, -0.687, -0.344, 0.307, 0.253, 0.306, 0.355, 0.295, 0.242, -1.359, 0.159, -1.054, -0.159, -0.824, -0.406, 0.382, 0.360, 0.379, 0.294, 0.426, 0.411, 0.336, 0.331, 0.233, 0.253, 0.273], "spin_multiplicity": 2, "charge": -1, "s_squared": 0.762, "gap_ev": [6.34, 5.89]}

Run Q
{"formula": "C15H35CuF3N4O11PS2", "method": "ωB97M-V with the def2-TZVPD basis set", "species": ["Cu", "S", "O", "O", "O", "O", "C", "F", "F", "F", "S", "O", "O", "O", "O", "P", "N", "C", "C", "N", "C", "C", "N", "C", "C", "H", "H", "H", "H", "H", "H", "H", "H", "H", "H", "H", "H", "H", "H", "H", "H", "H", "H", "O", "C", "O", "C", "C", "C", "H", "H", "H", "H", "H", "H", "C", "C", "C", "O", "C", "N", "H", "H", "H", "H", "H", "H", "H", "H", "H", "H", "H"], "coordinates": [[1.56, 0.15, 0.30], [2.21, 1.70, 2.43], [1.45, 2.36, 3.48], [1.79, 2.17, 1.16], [3.60, 2.03, 2.66], [1.90, 0.26, 2.40], [1.18, -4.27, -1.32], [0.73, -4.54, -0.11], [2.57, -4.33, -1.38], [0.74, -5.25, -2.16], [0.62, -2.45, -1.94], [-0.78, -2.46, -2.28], [0.95, -1.51, -0.85], [1.45, -2.24, -3.12], [-0.60, 0.34, 1.15], [-1.99, 0.38, 1.63], [-2.13, 0.05, 3.30], [-1.20, 0.78, 4.16], [-3.31, -0.56, 3.97], [-2.96, -0.90, 0.83], [-2.46, -2.30, 0.90], [-3.48, -0.54, -0.52], [-2.77, 1.87, 1.40], [-4.19, 2.10, 1.65], [-2.10, 3.00, 0.88], [-0.54, 0.12, 4.72], [-1.72, 1.47, 4.83], [-0.69, 1.47, 3.48], [-3.80, -1.34, 3.39], [-4.06, 0.18, 4.23], [-2.98, -1.06, 4.88], [-3.27, -2.94, 0.57], [-1.53, -2.40, 0.33], [-2.19, -2.50, 1.94], [-3.61, 0.54, -0.63], [-2.73, -0.84, -1.25], [-4.43, -1.05, -0.70], [-4.75, 1.83, 0.75], [-4.50, 1.47, 2.48], [-4.44, 3.13, 1.91], [-2.26, 3.82, 1.58], [-2.39, 3.23, -0.15], [-1.04, 2.80, 0.77], [0.21, 1.12, -1.28], [-0.38, 1.26, -2.33], [-1.63, 1.85, -2.32], [-2.30, 1.86, -3.59], [-1.20, 1.44, -4.50], [-0.08, 0.75, -3.66], [-2.72, 2.86, -3.76], [-3.17, 1.20, -3.53], [-0.74, 2.32, -4.95], [-1.56, 0.78, -5.29], [0.93, 1.03, -3.98], [-0.14, -0.32, -3.48], [5.30, 0.14, -2.24], [4.07, -0.30, -1.44], [4.47, -0.89, -0.13], [3.21, -1.30, 0.46], [3.35, -2.21, 1.55], [3.30, 0.93, -1.19], [4.93, 0.86, -2.97], [5.78, -0.67, -2.77], [5.97, 0.61, -1.51], [3.52, -1.08, -1.97], [4.95, -0.20, 0.57], [5.19, -1.70, -0.19], [3.90, -3.13, 1.32], [2.32, -2.45, 1.79], [3.73, -1.71, 2.44], [3.10, 1.43, -2.04], [3.84, 1.67, -0.76]], "mulliken_charge": [1.355, 1.079, -0.749, -0.594, -0.749, -0.529, 0.547, -0.204, -0.232, -0.236, 0.923, -0.609, -0.232, -0.674, 0.233, -1.034, 0.636, -0.890, -1.110, -0.050, -0.915, -0.678, 0.681, -0.934, -0.740, 0.276, 0.310, 0.184, 0.298, 0.278, 0.379, 0.372, 0.056, 0.388, 0.106, 0.118, 0.358, 0.279, 0.134, 0.377, 0.357, 0.205, 0.031, -0.385, 0.167, -0.279, -0.445, -0.710, 0.241, 0.302, 0.262, 0.306, 0.326, 0.329, -0.215, -1.642, 0.951, -1.330, 0.559, -0.984, -0.454, 0.384, 0.413, 0.382, -0.158, 0.427, 0.529, 0.314, 0.174, 0.266, 0.235, 0.234], "spin_multiplicity": 2, "charge": -1, "s_squared": 0.754, "gap_ev": [7.15, 6.60]}

From most stable to least stable, the computed energies give run Q, run P.